Computed, not measured: one molecule with the formula C2HF5, with wB97M-V/def2-TZVPD.

## Properties
SMILES string ... FC(F)C(F)(F)F
HOMO level ... -13.2 eV
Net charge ... 0
Energy above the lowest of the compared OMol25 structures with the same formula, charge and spin ... 0.0 kJ/mol

```
8
Properties=species:S:1:pos:R:3:forces:R:3:lowdin_charge:R:1
F 1.331 -1.107 0.242 -0.014 0.098 0.021 0.102
C 0.732 -0.002 -0.254 0.503 0.032 0.058 -0.295
F 1.344 1.096 0.246 -0.092 -0.147 0.064 0.100
C -0.724 -0.003 0.184 -0.564 0.234 0.090 -0.574
F -0.831 -0.001 1.513 -0.001 -0.023 -0.208 0.177
F -1.339 1.094 -0.297 0.160 -0.329 0.123 0.156
F -1.349 -1.084 -0.300 0.123 0.183 0.076 0.163
H 0.836 0.009 -1.334 -0.116 -0.049 -0.223 0.171
```
Forces are in eV/Å.